[1]
The following is a DFT calculation (wB97M-V/def2-TZVPD) of a molecular structure, C14H18IN3Zn in a non-equilibrium geometry.

Each line ends with the Löwdin charge.
Atoms and positions in Å:
C: 0.4649 -1.0083 -4.3756  -0.22
C: 0.4307 0.5209 -4.4260  -0.19
H: 1.4930 -1.3764 -4.3216  0.05
H: 0.0203 -1.4202 -5.2912  0.07
H: -0.0854 -1.4373 -3.5281  -0.05
H: 0.8692 1.0002 -3.5454  0.02
H: 0.9922 0.8745 -5.2969  0.07
H: -0.5915 0.8879 -4.5335  0.05
Zn: 0.0731 -0.0960 -1.3246  0.27
C: -1.3661 1.0900 -1.9846  -0.27
H: -0.9445 2.0454 -2.3140  -0.02
H: -2.0505 1.2832 -1.1503  -0.03
H: -1.9304 0.6823 -2.8287  -0.03
I: 0.9784 -2.4395 -1.0500  0.17
C: -2.0531 -2.3312 4.2927  -0.07
C: -1.6818 -0.9945 4.5001  -0.07
C: -1.1282 -0.2559 3.4572  -0.02
C: -0.9474 -0.8423 2.1913  -0.26
C: -1.3480 -2.1835 1.9796  -0.03
C: -1.8732 -2.9246 3.0316  -0.07
N: -0.3847 -0.0903 1.1588  0.07
N: -0.0268 1.0931 1.5544  0.07
C: 1.0219 1.6957 0.8770  -0.29
C: 1.7319 2.7038 1.5708  0.01
C: 2.8561 3.2414 0.9761  -0.05
C: 3.2306 2.7898 -0.3005  -0.04
C: 2.4585 1.8271 -0.9484  -0.09
N: 1.3557 1.2957 -0.3784  0.03
H: -2.4804 -2.9099 5.1144  0.11
H: -1.8203 -0.5058 5.4632  0.10
H: -0.8115 0.7792 3.5803  0.10
H: -1.1780 -2.6064 0.9887  0.03
H: -2.1603 -3.9637 2.8653  0.11
H: 1.3498 2.9572 2.5592  0.12
H: 3.4275 4.0084 1.4964  0.11
H: 4.1154 3.1877 -0.7962  0.11
H: 2.7203 1.4319 -1.9343  0.12

Results
Frontier orbital gap, eV: 6.420
Highest occupied orbital energy, eV: -8.179
DFT total energy, Eh: -2785.5420
Energy relative to the best compared isomer or geometry (same formula, charge and spin), kJ/mol: 0.0

[2]
The following is a DFT calculation (wB97M-V/def2-TZVPD) of a molecular structure, C33H26F6NORuSb.

Each line ends with the Löwdin charge.
Atoms and positions in Å:
Ru: 0.3380 -1.5440 0.3380  1.42
C: 4.6407 -2.2853 0.0153  -0.01
C: 5.0809 -1.8027 1.2402  0.01
C: 4.1617 -1.3402 2.1699  0.04
C: 2.8137 -1.3684 1.8538  -0.20
N: 2.4023 -1.8010 0.6369  -0.05
C: 3.2875 -2.2605 -0.2551  -0.10
C: 1.7081 -0.9897 2.7445  -0.16
C: 1.8429 -0.6905 4.0871  0.02
C: 0.7084 -0.4467 4.8584  0.00
C: -0.5713 -0.5109 4.3064  -0.03
C: -0.7376 -0.8148 2.9697  -0.06
C: 0.4021 -1.0468 2.1818  -0.26
H: 5.3299 -2.6746 -0.7188  0.13
H: 6.1369 -1.7933 1.4739  0.13
H: 4.4895 -0.9732 3.1309  0.13
H: 2.8879 -2.6112 -1.1994  0.13
H: 2.8163 -0.6636 4.5570  0.13
H: 0.8247 -0.2218 5.9098  0.13
H: -1.4356 -0.3354 4.9318  0.13
H: -1.7227 -0.8740 2.5253  0.11
C: 1.0783 5.5662 1.5304  -0.05
C: 0.2280 4.7226 2.2337  -0.06
C: -0.1075 3.4840 1.7126  -0.13
C: 0.3981 3.1064 0.4714  -0.38
C: 1.2704 3.9374 -0.2270  -0.11
C: 1.5994 5.1756 0.3059  -0.05
Sb: -0.1015 1.2719 -0.4058  1.64
C: 0.7616 1.2430 -2.3177  -0.41
C: 0.1742 1.9304 -3.3781  -0.12
C: 0.7745 1.9097 -4.6276  -0.05
C: 1.9579 1.2092 -4.8232  -0.05
C: 2.5530 0.5348 -3.7666  -0.06
C: 1.9554 0.5538 -2.5147  -0.15
C: -2.1609 1.1578 -0.7855  -0.39
C: -2.6273 0.6436 -1.9900  -0.14
C: -3.9922 0.5356 -2.2109  -0.06
C: -4.8910 0.9238 -1.2266  -0.05
C: -4.4263 1.4236 -0.0173  -0.06
C: -3.0629 1.5390 0.2050  -0.12
H: 1.3382 6.5319 1.9423  0.12
H: -0.1717 5.0305 3.1902  0.12
H: -0.7639 2.8319 2.2765  0.09
H: 1.6759 3.6411 -1.1867  0.10
H: 2.2627 5.8340 -0.2381  0.12
H: -0.7481 2.4827 -3.2393  0.11
H: 0.3194 2.4433 -5.4508  0.12
H: 2.4197 1.1963 -5.8010  0.12
H: 3.4842 0.0052 -3.9174  0.11
H: 2.4482 0.0571 -1.6842  0.06
H: -1.9369 0.3354 -2.7672  0.09
H: -4.3548 0.1569 -3.1574  0.12
H: -5.9549 0.8471 -1.4057  0.12
H: -5.1257 1.7330 0.7472  0.12
H: -2.7183 1.9451 1.1491  0.09
C: -3.5088 -3.0790 -0.4275  0.06
C: -1.9963 -3.1512 -0.3100  -0.39
O: -1.4852 -1.9398 0.1755  -0.27
C: -1.5711 -4.2742 0.6625  -0.59
F: -2.1338 -5.4319 0.3638  0.21
F: -1.9089 -3.9306 1.9051  0.18
F: -0.2286 -4.4319 0.6424  0.13
C: -1.3297 -3.3555 -1.6971  -0.53
F: -1.2635 -4.6082 -2.0844  0.23
F: -0.0051 -2.8921 -1.6299  0.03
F: -1.9044 -2.6263 -2.6352  0.20
H: -3.9372 -2.9623 0.5661  0.11
H: -3.9046 -3.9882 -0.8783  0.12
H: -3.7824 -2.2199 -1.0358  0.09

Results
⟨S²⟩: 6.05
Frontier orbital gap (alpha / beta), eV: 7.303 / 5.709
Highest occupied orbital energy (alpha / beta), eV: -13.528 / -14.548
DFT total energy, Eh: -2336.8257
Multiplicity: 5
Charge: +2
Energy relative to the best compared isomer or geometry (same formula, charge and spin), kJ/mol: 0.0

[3]
The following is a DFT calculation (wB97M-V/def2-TZVPD) of a molecular structure, C43H40HfN2OS2Sb2 in a non-equilibrium geometry.

Each line ends with the Löwdin charge.
Atoms and positions in Å:
Hf: -0.5026 0.1439 -0.8438  1.21
C: -4.4280 2.2042 -0.5539  0.03
C: -3.3686 1.1613 -0.5426  -0.20
N: -2.1009 1.4342 -0.3979  -0.12
N: -1.7002 2.7399 -0.2494  -0.05
C: -0.6765 3.1457 -0.9249  -1.08
S: 0.1685 2.1637 -2.1135  0.61
S: -0.0623 4.7405 -0.7596  0.98
C: -1.3110 5.5455 0.3247  -0.37
C: -1.1879 5.1705 1.7644  -0.31
C: -2.1227 4.3299 2.3599  -0.06
C: -2.0549 4.0589 3.7147  -0.08
C: -1.0435 4.6163 4.4785  -0.08
C: -0.0871 5.4236 3.8829  -0.07
C: -0.1524 5.6972 2.5290  -0.05
C: -3.7466 -0.2152 -0.8152  -0.13
C: -4.9976 -0.6941 -0.4021  0.00
C: -5.4342 -1.9519 -0.7537  -0.04
C: -4.6623 -2.7405 -1.6002  -0.02
C: -3.4377 -2.2850 -2.0478  0.00
C: -2.9344 -1.0458 -1.6367  -0.33
O: -1.7065 -0.6708 -2.0410  -0.31
H: -3.9906 3.1924 -0.6578  0.08
H: -5.0080 2.1894 0.3676  0.11
H: -5.1084 2.0190 -1.3850  0.12
H: -2.2894 5.2974 -0.0829  0.08
H: -1.1056 6.6059 0.1735  0.09
H: -2.9157 3.9045 1.7639  0.09
H: -2.8015 3.4278 4.1721  0.10
H: -1.0128 4.4302 5.5389  0.11
H: 0.7011 5.8573 4.4777  0.11
H: 0.5915 6.3280 2.0632  0.12
H: -5.6031 -0.0745 0.2398  0.12
H: -6.3799 -2.3125 -0.3879  0.12
H: -5.0040 -3.7159 -1.9037  0.12
H: -2.8367 -2.8710 -2.7331  0.11
C: 2.1593 -3.9387 -1.2978  -0.36
C: 3.3488 -3.1694 -1.8595  -0.38
C: 3.7565 -1.9079 -1.1177  -0.32
Sb: 2.3088 -0.2694 -1.2985  1.43
C: 2.4631 0.6901 0.6465  -0.36
C: 3.6069 0.7230 1.4338  -0.11
C: 3.6172 1.4438 2.6196  -0.04
C: 2.5018 2.1595 3.0252  -0.04
C: 1.3432 2.1107 2.2662  -0.04
C: 1.3335 1.3642 1.0989  -0.20
C: 3.5858 1.0327 -2.4515  -0.38
C: 4.7069 1.6065 -1.8668  -0.12
C: 5.5472 2.3959 -2.6348  -0.06
C: 5.2725 2.6034 -3.9773  -0.06
C: 4.1689 2.0039 -4.5617  -0.06
C: 3.3162 1.2213 -3.8009  -0.15
Sb: 0.1465 -3.0531 -1.6004  1.48
C: -0.0074 -2.0674 0.4142  -0.46
C: -1.2004 -1.4705 0.8784  -0.26
C: -1.2306 -0.7910 2.1080  -0.04
C: -0.1047 -0.7647 2.9178  -0.04
C: 1.0363 -1.4495 2.5253  -0.02
C: 1.0925 -2.0446 1.2726  -0.13
C: -0.9096 -4.8624 -0.9733  -0.38
C: -1.4651 -4.9953 0.2908  -0.13
C: -2.1082 -6.1691 0.6477  -0.07
C: -2.2042 -7.2146 -0.2533  -0.06
C: -1.6659 -7.0773 -1.5217  -0.07
C: -1.0280 -5.9038 -1.8850  -0.14
H: 2.3115 -4.2089 -0.2509  0.06
H: 2.0685 -4.8680 -1.8605  0.06
H: 3.1780 -2.9329 -2.9145  0.11
H: 4.2142 -3.8398 -1.8319  0.12
H: 4.6554 -1.5007 -1.5805  0.07
H: 3.9732 -2.1113 -0.0702  0.06
H: 4.4938 0.1823 1.1273  0.11
H: 4.5081 1.4592 3.2266  0.12
H: 2.5223 2.7516 3.9270  0.12
H: 0.4596 2.6554 2.5704  0.11
H: 0.3946 1.3111 0.5107  -0.01
H: 4.9265 1.4446 -0.8185  0.09
H: 6.4256 2.8386 -2.1874  0.12
H: 5.9184 3.2320 -4.5703  0.12
H: 3.9741 2.1327 -5.6147  0.11
H: 2.4458 0.7589 -4.2551  0.10
H: -2.1525 -1.7154 0.4088  0.11
H: -2.1606 -0.3675 2.4699  0.13
H: -0.1274 -0.2681 3.8737  0.13
H: 1.8759 -1.5393 3.1980  0.13
H: 1.9874 -2.5923 1.0035  0.09
H: -1.3878 -4.1906 1.0122  0.08
H: -2.5236 -6.2692 1.6379  0.11
H: -2.7024 -8.1279 0.0293  0.11
H: -1.7379 -7.8910 -2.2249  0.11
H: -0.6117 -5.8029 -2.8774  0.10

Results
Frontier orbital gap, eV: 6.534
Highest occupied orbital energy, eV: -13.393
DFT total energy, Eh: -3171.6815
Charge: +2